Record 1
Below is a 3-piece molecular cluster, C18H21ClO9P2 overall at a distorted geometry, with properties calculated with the ωB97M-V functional and the def2-TZVPD basis.

Values from the calculation:
gap between HOMO and LUMO	0.2286	Ha
calculated total energy	-68532.819	eV
molecular weight	478.76	g mol⁻¹
SMILES	O=C1C=C(O)C(=O)C=C1O.O=C1C=C(O)C(=O)C=C1O.C=CCP(CCC)#P(O)Cl
E_HOMO	-7.933	eV

The geometry in ORCA input format:
```
! RIJCOSX wB97M-V def2-TZVPD def2/J DEFGRID3
* xyz 0 1
C 3.57 1.27 1.91
C 3.75 0.60 0.76
C 3.31 -0.84 0.62
P 1.47 -0.84 0.86
C 0.83 0.33 -0.45
C 0.56 1.72 0.19
C -0.88 2.23 -0.03
P 0.74 -2.86 0.34
O -0.60 -2.61 -0.57
Cl -0.04 -3.43 2.17
H 3.86 2.30 2.01
H 3.15 0.76 2.76
H 4.18 1.12 -0.08
H 3.81 -1.49 1.32
H 3.56 -1.15 -0.39
H 1.61 0.40 -1.20
H -0.04 -0.07 -0.95
H 0.76 1.61 1.25
H 1.29 2.41 -0.21
H -1.50 1.45 -0.45
H -1.30 2.56 0.91
H -0.86 3.05 -0.74
H -0.35 -2.12 -1.36
C -4.90 -5.84 -0.13
C -3.74 -5.48 0.45
C -3.20 -6.21 1.65
O -2.14 -5.85 2.13
C -3.98 -7.31 2.19
C -5.13 -7.67 1.61
C -5.66 -6.96 0.39
O -6.70 -7.36 -0.09
O -5.89 -8.66 2.05
O -3.01 -4.47 0.01
H -5.29 -5.33 -1.00
H -3.59 -7.82 3.07
H -6.65 -8.71 1.45
H -2.23 -4.40 0.59
C 3.39 5.96 -0.78
C 2.84 4.88 -1.34
C 1.65 4.97 -2.26
O 1.23 3.94 -2.74
C 1.08 6.28 -2.51
C 1.62 7.36 -1.94
C 2.83 7.27 -1.05
O 3.27 8.31 -0.58
O 1.15 8.59 -2.13
O 3.29 3.65 -1.14
H 4.24 5.90 -0.12
H 0.21 6.33 -3.16
H 1.72 9.18 -1.61
H 2.72 3.06 -1.67
*
```

natural (NBO) population analysis, charges in e, atoms 1 to 2: -0.382 -0.199

Record 2
Below is one molecule with the formula C5H10O, with properties calculated with the ωB97M-V functional and the def2-TZVPD basis.

Values from the calculation:
gap between HOMO and LUMO	0.3983	Ha
calculated total energy	-7394.428	eV
molecular weight	86.13	g mol⁻¹
SMILES	CC(C)CC=O
E_HOMO	-9.800	eV
energy relative to the best compared isomer or geometry (same formula, charge and spin)	7.8	kcal/mol

The geometry in ORCA input format:
```
! RIJCOSX wB97M-V def2-TZVPD def2/J DEFGRID3
* xyz 0 1
C 0.90 0.81 -0.98
C -0.08 -0.23 -0.41
C 0.52 -1.63 -0.53
C -0.55 0.00 1.03
C -1.25 1.32 1.26
O -1.56 2.09 0.38
H 1.12 0.54 -2.02
H 1.85 0.82 -0.45
H 0.48 1.82 -0.99
H -0.99 -0.18 -1.03
H -0.16 -2.39 -0.14
H 0.75 -1.87 -1.57
H 1.45 -1.69 0.04
H -1.28 -0.79 1.28
H 0.24 -0.11 1.78
H -1.48 1.56 2.32
*
```

natural (NBO) population analysis, charges in e, atoms 1 to 2: -0.612 -0.219

Record 3
Below is one molecule with the formula C4H6N4O2S at a distorted geometry, with properties calculated with the ωB97M-V functional and the def2-TZVPD basis.

Values from the calculation:
gap between HOMO and LUMO (alpha / beta)	0.2669 / 0.2669	Ha
calculated total energy	-25126.251	eV
molecular weight	174.19	g mol⁻¹
E_HOMO (alpha / beta)	-8.325 / -8.326	eV
energy relative to the best compared isomer or geometry (same formula, charge and spin)	172.3	kcal/mol

The geometry in ORCA input format:
```
! RIJCOSX wB97M-V def2-TZVPD def2/J DEFGRID3
* xyz 0 1
C -0.80 -0.20 0.30
C -0.95 0.44 -0.88
C -1.77 2.39 1.50
C -0.20 0.06 -2.09
N -1.60 1.57 -1.10
N -0.22 1.16 2.71
N -1.11 1.41 1.89
N -0.60 -1.23 1.00
O -1.21 -2.55 0.60
O 0.14 -1.36 2.07
S -2.43 2.59 -0.10
H -0.13 -0.99 -2.17
H -0.62 0.57 -3.10
H 0.83 0.61 -1.96
H 0.71 1.61 2.70
H 0.05 0.09 2.64
H -1.09 -3.11 1.39
*
```

natural (NBO) population analysis, charges in e, atoms 1 to 2: 0.076 0.157

Record 4
Below is C50H66F13IN6O2Si2 as an isolated structure at a distorted geometry, with properties calculated with the ωB97M-V functional and the def2-TZVPD basis.

Values from the calculation:
gap between HOMO and LUMO	0.3402	Ha
calculated total energy	-125142.016	eV
molecular weight	1213.17	g mol⁻¹
E_HOMO	-8.937	eV

The geometry in ORCA input format:
```
! RIJCOSX wB97M-V def2-TZVPD def2/J DEFGRID3
* xyz 0 1
C 0.55 2.06 -9.89
C -0.96 2.31 -9.83
C -1.51 2.70 -8.45
C -1.04 1.81 -7.29
C 0.18 2.37 -6.53
C -0.17 3.16 -5.25
C 0.29 2.49 -3.95
C 0.92 3.43 -2.93
C 1.23 2.71 -1.63
C 2.03 3.54 -0.62
C 1.78 3.07 0.82
C 2.92 3.32 1.82
C 2.92 2.29 2.97
C 4.22 1.50 3.05
C 4.35 0.58 4.28
Si 3.08 -0.77 4.49
C 1.27 -0.28 4.40
C 0.91 0.84 5.32
O 1.65 1.41 6.06
I -1.14 1.44 5.17
O 3.30 -2.02 3.43
Si 3.19 -1.87 1.80
C 4.87 -2.13 1.00
N 4.99 -3.14 -0.07
C 4.80 -2.60 -1.40
C 1.91 -3.17 1.14
F 1.88 -3.11 -0.23
F 2.34 -4.43 1.49
C 0.47 -3.00 1.68
F 0.48 -3.43 2.96
F 0.14 -1.68 1.68
C -0.66 -3.78 0.96
F -0.32 -5.08 0.95
F -1.76 -3.63 1.72
C -1.02 -3.33 -0.51
F -0.51 -4.17 -1.39
F -0.56 -2.11 -0.78
F -2.34 -3.31 -0.64
C 3.31 -1.61 6.24
F 2.28 -1.32 7.09
F 3.28 -2.98 6.02
C 4.64 -1.32 6.95
F 4.57 -0.09 7.54
F 4.89 -2.24 7.92
H 0.80 1.47 -10.78
H 0.92 1.50 -9.03
H 1.10 2.99 -9.95
H -1.20 3.11 -10.53
H -1.50 1.43 -10.18
H -1.25 3.74 -8.23
H -2.60 2.66 -8.51
H -1.87 1.68 -6.59
H -0.80 0.82 -7.68
H 0.73 3.02 -7.21
H 0.86 1.55 -6.29
H -1.25 3.29 -5.22
H 0.25 4.16 -5.32
H 1.03 1.72 -4.18
H -0.56 1.99 -3.48
H 0.23 4.25 -2.75
H 1.82 3.85 -3.39
H 1.77 1.79 -1.86
H 0.27 2.42 -1.18
H 1.75 4.59 -0.73
H 3.09 3.43 -0.84
H 1.56 2.00 0.78
H 0.87 3.55 1.18
H 2.80 4.32 2.24
H 3.87 3.28 1.28
H 2.78 2.80 3.93
H 2.08 1.62 2.80
H 5.04 2.23 3.08
H 4.36 0.94 2.12
H 4.30 1.19 5.18
H 5.34 0.12 4.27
H 0.95 -0.03 3.39
H 0.67 -1.15 4.68
H 2.63 -0.53 1.48
H 5.55 -2.40 1.82
H 5.22 -1.18 0.60
H 4.41 -3.94 0.09
H 5.70 -2.06 -1.71
H 3.96 -1.90 -1.48
H 4.63 -3.41 -2.11
H 5.47 -1.34 6.24
N 5.48 -6.98 2.88
C 4.87 -5.92 3.39
C 4.92 -5.58 4.74
C 5.64 -6.40 5.60
C 6.27 -7.51 5.07
C 6.16 -7.76 3.71
H 4.32 -5.30 2.69
H 4.41 -4.70 5.10
H 5.70 -6.17 6.65
H 6.84 -8.18 5.70
H 6.65 -8.62 3.27
N -5.40 -8.00 -1.90
C -6.03 -7.62 -0.79
C -5.47 -6.77 0.15
C -4.19 -6.28 -0.07
C -3.53 -6.67 -1.22
C -4.18 -7.53 -2.10
H -7.03 -8.02 -0.65
H -6.03 -6.49 1.04
H -3.72 -5.61 0.64
H -2.53 -6.32 -1.44
H -3.69 -7.85 -3.02
N -1.75 6.45 -3.60
C -2.33 5.85 -2.57
C -2.91 6.53 -1.51
C -2.90 7.91 -1.53
C -2.30 8.56 -2.61
C -1.74 7.78 -3.61
H -2.32 4.76 -2.59
H -3.38 5.98 -0.70
H -3.35 8.48 -0.73
H -2.27 9.64 -2.66
H -1.26 8.25 -4.46
N -5.58 4.76 -0.12
C -6.53 5.08 0.75
C -7.46 4.16 1.24
C -7.38 2.85 0.80
C -6.39 2.51 -0.11
C -5.52 3.50 -0.54
H -6.56 6.11 1.08
H -8.21 4.47 1.95
H -8.08 2.11 1.15
H -6.30 1.50 -0.49
H -4.73 3.27 -1.25
N -3.71 0.72 2.56
C -4.91 0.98 3.07
C -5.92 0.04 3.19
C -5.66 -1.26 2.77
C -4.41 -1.55 2.24
C -3.48 -0.53 2.16
H -5.08 2.01 3.39
H -6.88 0.31 3.62
H -6.42 -2.03 2.85
H -4.17 -2.54 1.90
H -2.49 -0.72 1.75
*
```

Mulliken population analysis, charges in e, atoms 1 to 2: -1.030 -0.472

Record 5
Below is one molecule with the formula C21H27ClN4O2, with properties calculated with the ωB97M-V functional and the def2-TZVPD basis.

Values from the calculation:
gap between HOMO and LUMO	0.2912	Ha
calculated total energy	-44793.837	eV
molecular weight	402.93	g mol⁻¹
SMILES	COc1ccc(N2CCN(CCNC(=O)Nc3ccc(C)c(Cl)c3)CC2)cc1
E_HOMO	-7.292	eV
energy relative to the best compared isomer or geometry (same formula, charge and spin)	23.8	kcal/mol

The geometry in ORCA input format:
```
! RIJCOSX wB97M-V def2-TZVPD def2/J DEFGRID3
* xyz 0 1
C -4.82 -1.41 -1.69
H -5.86 -1.08 -1.74
O -4.38 -1.09 -0.40
C -3.09 -1.42 -0.06
C -2.16 -2.01 -0.91
C -0.89 -2.30 -0.46
C -0.48 -2.03 0.85
C -1.43 -1.43 1.69
C -2.70 -1.12 1.24
H -3.42 -0.67 1.91
H -1.19 -1.21 2.72
N 0.76 -2.41 1.35
C 1.47 -1.51 2.24
C 2.22 -0.46 1.42
N 3.18 -1.13 0.56
C 2.51 -2.05 -0.34
C 1.72 -3.06 0.49
H 1.22 -3.79 -0.14
H 2.42 -3.60 1.14
H 3.27 -2.56 -0.94
H 1.82 -1.53 -1.03
C 4.21 -0.32 -0.03
H 4.60 0.34 0.75
C 3.83 0.56 -1.25
N 2.72 1.45 -0.99
C 2.88 2.46 -0.08
O 3.96 2.85 0.31
N 1.71 3.04 0.38
C 0.38 2.76 0.09
C -0.06 2.55 -1.22
C -1.41 2.33 -1.46
C -2.35 2.32 -0.45
C -1.89 2.51 0.85
C -0.55 2.73 1.12
H -0.23 2.90 2.14
Cl -3.00 2.49 2.17
C -3.81 2.14 -0.73
H -4.38 2.96 -0.31
H -3.99 2.09 -1.80
H -4.18 1.22 -0.27
H -1.73 2.19 -2.48
H 0.63 2.61 -2.04
H 1.88 3.65 1.18
H 1.79 1.06 -1.07
H 4.69 1.17 -1.51
H 3.56 -0.07 -2.10
H 5.02 -0.98 -0.34
H 2.76 0.22 2.08
H 1.46 0.12 0.86
H 0.78 -1.02 2.92
H 2.18 -2.10 2.82
H -0.21 -2.76 -1.16
H -2.42 -2.25 -1.93
H -4.25 -0.88 -2.46
H -4.78 -2.49 -1.88
*
```

natural (NBO) population analysis, charges in e, atoms 1 to 2: -0.252 0.200

Record 6
Below is C37H40IrN3O6Te as an isolated structure at a distorted geometry, with properties calculated with the ωB97M-V functional and the def2-TZVPD basis.

Values from the calculation:
gap between HOMO and LUMO (alpha / beta)	0.1731 / 0.1736	Ha
calculated total energy	-65903.361	eV
molecular weight	942.56	g mol⁻¹
E_HOMO (alpha / beta)	-6.998 / -7.003	eV
energy relative to the best compared isomer or geometry (same formula, charge and spin)	92.8	kcal/mol

The geometry in ORCA input format:
```
! RIJCOSX wB97M-V def2-TZVPD def2/J DEFGRID3
* xyz 0 1
Ir -0.18 0.06 -0.38
N -0.20 1.29 -2.12
C -0.41 2.71 -1.74
C -1.33 2.77 -0.54
O -1.98 3.79 -0.30
N -1.31 1.65 0.17
C -2.09 1.62 1.38
C -1.78 0.30 2.04
O -1.63 0.27 3.27
O -1.61 -0.71 1.24
H 0.55 1.19 -2.79
H -1.06 0.94 -2.53
H -0.85 3.30 -2.54
H 0.56 3.15 -1.48
H -3.16 1.70 1.15
H -1.84 2.43 2.06
C -2.21 -2.75 -3.15
C -1.06 -1.97 -2.58
O -1.36 -0.98 -1.89
C 0.30 -2.37 -2.87
C 0.55 -3.22 -3.97
C 1.81 -3.63 -4.28
C 2.88 -3.23 -3.46
C 2.67 -2.43 -2.37
C 1.38 -1.97 -2.03
O 1.26 -1.27 -0.95
H -3.12 -2.44 -2.65
H -2.06 -3.82 -3.02
H -2.32 -2.56 -4.22
H -0.27 -3.51 -4.61
H 1.99 -4.27 -5.14
H 3.89 -3.56 -3.69
H 3.49 -2.12 -1.72
C -1.96 -2.56 9.00
C -1.34 -2.29 7.65
C -0.66 -1.11 7.40
C -0.10 -0.85 6.15
C 0.57 0.48 5.90
C -0.21 -1.82 5.15
Te 0.49 -1.32 3.21
N 0.95 0.26 1.15
C 2.22 0.30 1.50
O 2.63 -0.23 2.58
C 3.25 1.04 0.70
C 2.99 1.61 -0.54
C 3.99 2.24 -1.26
C 5.27 2.32 -0.73
C 5.54 1.78 0.52
C 4.53 1.13 1.23
C 1.72 -3.05 3.06
C 2.72 -3.30 4.00
C 3.03 -2.36 5.13
C 3.47 -4.47 3.88
C 3.27 -5.37 2.84
C 4.09 -6.62 2.72
C 2.28 -5.08 1.91
C 1.49 -3.94 2.00
C 0.41 -3.72 0.97
C -0.92 -3.01 5.37
C -1.15 -4.03 4.29
C -1.46 -3.22 6.63
H -1.76 -1.74 9.69
H -1.57 -3.48 9.44
H -3.04 -2.67 8.91
H -0.57 -0.37 8.18
H 0.65 1.06 6.81
H -0.01 1.05 5.17
H 1.58 0.35 5.49
H 1.99 1.55 -0.95
H 3.78 2.66 -2.23
H 6.06 2.81 -1.28
H 6.53 1.86 0.95
H 4.72 0.70 2.20
H 2.93 -1.32 4.82
H 4.06 -2.51 5.48
H 2.36 -2.53 5.98
H 4.25 -4.67 4.61
H 4.76 -6.74 3.58
H 4.71 -6.60 1.82
H 3.46 -7.51 2.66
H 2.12 -5.77 1.08
H 0.59 -4.35 0.09
H 0.37 -2.69 0.64
H -0.57 -3.98 1.37
H -1.46 -3.55 3.36
H -1.94 -4.72 4.58
H -0.25 -4.61 4.08
H -2.02 -4.13 6.81
*
```

Mulliken population analysis, charges in e, atoms 1 to 2: 2.826 -0.606

Record 7
Below is C3CrF15N3O21S9 as an isolated structure at a distorted geometry, with properties calculated with the ωB97M-V functional and the def2-TZVPD basis.

Values from the calculation:
gap between HOMO and LUMO (alpha / beta)	0.1353 / 0.0739	Ha
calculated total energy	-217264.634	eV
molecular weight	1039.60	g mol⁻¹
E_HOMO (alpha / beta)	2.096 / -0.948	eV

The geometry in ORCA input format:
```
! RIJCOSX wB97M-V def2-TZVPD def2/J DEFGRID3
* xyz -4 9
Cr 0.01 1.06 0.90
C 5.24 -2.32 -4.40
F 6.19 -2.65 -3.39
F 5.35 -1.02 -4.73
F 5.29 -3.08 -5.42
S 3.39 -2.45 -3.68
O 2.50 -2.16 -4.82
O 3.12 -3.84 -3.30
O 3.37 -1.52 -2.50
C -6.08 -3.23 -1.12
F -6.95 -2.96 -2.13
F -6.19 -2.42 -0.14
F -6.21 -4.41 -0.55
S -4.30 -3.03 -1.85
O -3.61 -2.16 -0.88
O -3.79 -4.44 -1.89
O -4.53 -2.43 -3.18
C 2.22 5.16 -5.82
F 1.83 5.58 -6.96
F 3.08 4.20 -6.06
F 2.79 6.21 -5.15
S 0.63 4.42 -4.96
O 0.83 3.77 -3.70
O -0.35 5.54 -4.83
O 0.08 3.42 -5.87
N -3.49 3.64 2.14
S -3.95 4.27 3.50
O -4.73 3.39 4.33
O -4.25 5.68 3.53
F -2.50 4.27 4.20
S -4.87 4.19 1.26
O -4.72 5.39 0.38
O -6.19 4.03 1.81
F -4.85 2.95 0.21
N -0.45 -6.44 2.72
S 0.33 -5.21 3.67
O 1.12 -5.53 4.86
O -0.21 -3.91 3.51
F 1.59 -5.05 2.69
S -1.49 -6.48 3.93
O -2.35 -5.34 3.95
O -1.13 -7.22 5.15
F -2.35 -7.65 3.12
N 3.55 2.10 3.03
S 5.04 2.64 2.46
O 6.05 3.15 3.31
O 4.74 3.39 1.26
F 5.68 1.26 1.97
S 3.99 1.94 4.48
O 4.09 3.16 5.25
O 4.80 0.75 4.73
F 2.66 1.40 5.01
*
```

natural (NBO) population analysis, charges in e, atoms 1 to 2: 0.002 0.736

Question: Among the records above, which one has the highest calculated total energy?
Answer: C5H10O